Formula: C3HClF5O3S
Source: the Open Molecules 2025 dataset
Level of theory: ωB97M-V/def2-TZVPD

```
! wB97M-V def2-TZVPD RIJCOSX def2/J DEFGRID3
* xyz -1 1
C 0.003 1.362 1.428
C 0.793 0.019 -1.537
C 0.532 -0.820 -2.767
O -0.991 -1.267 1.132
O 1.259 -1.310 2.161
O -0.534 1.205 2.522
F -0.493 0.420 -1.160
F 1.106 -1.182 -0.592
F 1.667 -1.201 -3.458
F -0.173 -2.031 -2.712
F -0.207 -0.154 -3.647
S 0.344 -0.647 1.230
Cl 1.746 1.984 1.331
H -0.494 1.365 0.379
*
```

- Gap between HOMO and LUMO: 8.27 eV
- HOMO energy: -5.3 eV
- F_max: 0.10581 hartree/bohr
- Energy relative to the best compared isomer or geometry (same formula, charge and spin): 84.0 kJ/mol
- DFT total energy: -1698.28670 Ha

***

Formula: C3HClFNO
Source: the Open Molecules 2025 dataset
Level of theory: ωB97M-V/def2-TZVPD

```
! wB97M-V def2-TZVPD RIJCOSX def2/J DEFGRID3
* xyz 0 1
F -0.532 -2.095 1.148
C -0.115 -0.869 0.744
C -0.682 0.305 0.377
C 0.238 0.784 -0.560
Cl 0.287 2.133 -1.549
O 1.359 0.073 -0.552
N 1.133 -0.983 0.254
H -1.687 0.653 0.138
*
```

- Gap between HOMO and LUMO: 10.41 eV
- HOMO energy: -9.9 eV
- Structure (SMILES): Fc1cc(Cl)on1
- F_max: 0.10641 hartree/bohr
- Energy relative to the best compared isomer or geometry (same formula, charge and spin): 185.7 kJ/mol
- DFT total energy: -804.87519 Ha

***

Formula: C3HClFO2
Source: the Open Molecules 2025 dataset
Level of theory: ωB97M-V/def2-TZVPD

```
! wB97M-V def2-TZVPD RIJCOSX def2/J DEFGRID3
* xyz -1 1
C 1.626 0.339 0.816
C -0.550 -0.448 0.039
C -1.208 0.693 -0.582
O -1.628 0.315 0.735
O -1.369 1.566 -1.319
F 2.262 0.109 -0.402
Cl -0.962 -1.960 -0.706
H 1.830 -0.615 1.419
*
```

- Gap between HOMO and LUMO: 7.21 eV
- HOMO energy: -3.5 eV
- F_max: 0.11828 hartree/bohr
- Energy relative to the best compared isomer or geometry (same formula, charge and spin): 538.9 kJ/mol
- DFT total energy: -825.30756 Ha

***

Formula: C3HClN2O2
Source: the Open Molecules 2025 dataset
Level of theory: ωB97M-V/def2-TZVPD

```
! wB97M-V def2-TZVPD RIJCOSX def2/J DEFGRID3
* xyz 0 1
C -3.305 0.590 -1.381
C 0.198 0.525 -0.264
C -2.516 2.162 0.322
N -2.710 1.390 -0.544
N -0.074 0.514 -1.426
O 0.385 0.340 0.865
O -2.154 2.854 1.191
Cl -3.453 -1.024 -0.834
H -0.195 1.429 -1.961
*
```

- Gap between HOMO and LUMO: 8.06 eV
- HOMO energy: -9.2 eV
- F_max: 0.07604 hartree/bohr
- Energy relative to the best compared isomer or geometry (same formula, charge and spin): 192.4 kJ/mol
- DFT total energy: -835.00622 Ha

***

Formula: C3HClN2S2
Source: the Open Molecules 2025 dataset
Level of theory: ωB97M-V/def2-TZVPD

```
! wB97M-V def2-TZVPD RIJCOSX def2/J DEFGRID3
* xyz 0 1
C -0.974 1.517 1.043
C 1.429 0.229 -1.353
C -0.167 -1.260 0.084
N -0.411 1.976 1.987
N 1.352 0.770 -2.363
S -1.774 0.688 -0.109
S 1.450 -0.566 0.160
Cl -0.516 -1.944 1.540
H -0.389 -1.410 -0.989
*
```

- Gap between HOMO and LUMO (alpha / beta): 7.30 / 7.31 eV
- HOMO energy (alpha / beta): -9.5 / -9.5 eV
- F_max: 0.08569 hartree/bohr
- Energy relative to the best compared isomer or geometry (same formula, charge and spin): 56.1 kJ/mol
- DFT total energy: -1480.88064 Ha

***

Formula: C3HClO4P
Source: the Open Molecules 2025 dataset
Level of theory: ωB97M-V/def2-TZVPD

```
! wB97M-V def2-TZVPD RIJCOSX def2/J DEFGRID3
* xyz -1 1
C 0.627 1.017 -1.383
C 1.585 -1.242 -0.253
C 0.814 -0.564 0.340
O -0.366 0.697 -1.892
O 1.552 1.628 -1.040
O -2.123 1.505 1.144
O -0.005 0.231 0.898
P -1.802 0.162 0.570
Cl -2.155 -1.242 2.164
H 1.874 -2.192 -0.549
*
```

- Gap between HOMO and LUMO: 8.36 eV
- HOMO energy: -4.7 eV
- F_max: 0.06336 hartree/bohr
- Energy relative to the best compared isomer or geometry (same formula, charge and spin): 7.5 kJ/mol
- DFT total energy: -1217.51434 Ha

***

Copy entry 1 word for word.
Formula: C3HClF5O3S
Source: the Open Molecules 2025 dataset
Level of theory: ωB97M-V/def2-TZVPD

```
! wB97M-V def2-TZVPD RIJCOSX def2/J DEFGRID3
* xyz -1 1
C 0.003 1.362 1.428
C 0.793 0.019 -1.537
C 0.532 -0.820 -2.767
O -0.991 -1.267 1.132
O 1.259 -1.310 2.161
O -0.534 1.205 2.522
F -0.493 0.420 -1.160
F 1.106 -1.182 -0.592
F 1.667 -1.201 -3.458
F -0.173 -2.031 -2.712
F -0.207 -0.154 -3.647
S 0.344 -0.647 1.230
Cl 1.746 1.984 1.331
H -0.494 1.365 0.379
*
```

- Gap between HOMO and LUMO: 8.27 eV
- HOMO energy: -5.3 eV
- F_max: 0.10581 hartree/bohr
- Energy relative to the best compared isomer or geometry (same formula, charge and spin): 84.0 kJ/mol
- DFT total energy: -1698.28670 Ha